{
  "formula": "C41H59MgN2OP2SbSi2",
  "method": "ωB97M-V with the def2-TZVPD basis set",
  "charge": 0,
  "orbital_gap_ev": 6.760,
  "e_homo_ev": -6.22,
  "species": ["Mg", "C", "Si", "C", "C", "N", "P", "C", "P", "N", "Si", "C", "C", "C", "C", "C", "C", "C", "C", "C", "C", "C", "C", "C", "C", "C", "C", "C", "C", "C", "C", "C", "C", "C", "C", "C", "C", "C", "H", "H", "H", "H", "H", "H", "H", "H", "H", "H", "H", "H", "H", "H", "H", "H", "H", "H", "H", "H", "H", "H", "H", "H", "H", "H", "H", "H", "H", "H", "H", "H", "H", "H", "H", "H", "H", "H", "O", "C", "C", "C", "C", "Sb", "C", "C", "C", "C", "C", "C", "H", "H", "H", "H", "H", "H", "H", "H", "H", "H", "H", "H", "H", "H", "H", "H", "H", "H", "H", "H", "H"],
  "positions_angstrom": [[-0.007, -0.385, 0.819], [2.275, 1.455, -3.262], [1.735, 0.117, -2.085], [3.092, -1.174, -2.101], [0.163, -0.624, -2.782], [1.445, 0.605, -0.462], [1.399, 1.995, 0.362], [-0.161, 2.377, 1.022], [-1.573, 1.957, 0.083], [-1.933, 0.376, 0.215], [-3.399, -0.377, 0.733], [-3.581, -0.357, 2.583], [-3.377, -2.174, 0.198], [-4.941, 0.346, -0.024], [-2.920, 3.028, 0.682], [-3.087, 3.154, 2.063], [-4.116, 3.931, 2.571], [-4.976, 4.606, 1.713], [-4.799, 4.507, 0.342], [-3.775, 3.719, -0.172], [-1.507, 2.322, -1.704], [-2.376, 1.595, -2.522], [-2.413, 1.810, -3.890], [-1.567, 2.748, -4.471], [-0.698, 3.472, -3.671], [-0.675, 3.263, -2.296], [2.187, 3.424, -0.439], [3.463, 3.286, -0.986], [4.129, 4.387, -1.499], [3.531, 5.642, -1.455], [2.278, 5.793, -0.883], [1.612, 4.686, -0.369], [2.550, 1.833, 1.772], [3.521, 0.841, 1.750], [4.456, 0.747, 2.775], [4.418, 1.650, 3.826], [3.453, 2.652, 3.846], [2.525, 2.748, 2.823], [2.062, 1.106, -4.278], [3.345, 1.659, -3.191], [1.743, 2.397, -3.117], [3.138, -1.707, -3.057], [2.960, -1.915, -1.310], [4.064, -0.698, -1.941], [0.367, -1.431, -3.493], [-0.410, 0.147, -3.308], [-0.496, -1.015, -1.999], [-2.612, -0.484, 3.076], [-4.249, -1.160, 2.912], [-3.996, 0.591, 2.933], [-2.900, -2.808, 0.947], [-2.849, -2.297, -0.753], [-4.400, -2.540, 0.069], [-4.976, 1.435, 0.027], [-5.805, -0.039, 0.528], [-5.057, 0.046, -1.070], [-2.395, 2.665, 2.740], [-4.238, 4.019, 3.643], [-5.775, 5.217, 2.114], [-5.457, 5.041, -0.332], [-3.651, 3.651, -1.245], [-3.013, 0.840, -2.081], [-3.095, 1.236, -4.506], [-1.587, 2.910, -5.541], [-0.031, 4.204, -4.111], [0.001, 3.847, -1.690], [3.945, 2.315, -1.002], [5.119, 4.271, -1.922], [4.051, 6.503, -1.857], [1.818, 6.771, -0.826], [0.648, 4.798, 0.116], [3.546, 0.149, 0.918], [5.210, -0.030, 2.752], [5.138, 1.576, 4.631], [3.421, 3.355, 4.669], [1.758, 3.514, 2.849], [-0.526, 1.511, 3.342], [-0.181, 1.218, 2.227], [-0.840, -6.332, 0.602], [-1.284, -4.928, 0.998], [-1.632, -4.836, 2.483], [0.087, -3.356, 0.526], [1.631, -3.705, 2.003], [2.429, -5.004, 1.945], [2.565, -2.497, 2.038], [0.854, -3.902, -1.401], [-0.359, -4.155, -2.304], [1.882, -5.027, -1.465], [-1.646, -7.039, 0.823], [0.035, -6.660, 1.163], [-0.610, -6.422, -0.458], [-2.172, -4.663, 0.419], [-0.782, -5.121, 3.108], [-2.452, -5.520, 2.719], [-1.945, -3.833, 2.785], [1.045, -3.700, 2.927], [3.094, -5.030, 1.082], [1.802, -5.893, 1.908], [3.056, -5.085, 2.838], [3.100, -2.366, 1.094], [3.319, -2.616, 2.823], [2.048, -1.560, 2.262], [1.328, -2.982, -1.732], [-0.907, -5.054, -2.014], [-0.033, -4.294, -3.339], [-1.063, -3.320, -2.296], [1.579, -5.918, -0.915], [2.851, -4.711, -1.079], [2.031, -5.322, -2.510]],
  "forces_ev_per_a": [[-0.4, 0.2, -0.6], [0.1, 0.2, -0.2], [-0.1, 0.0, 0.3], [0.2, -0.1, 0.0], [-0.1, -0.1, -0.1], [0.0, 0.0, 0.0], [-0.2, 0.2, 0.0], [0.1, -0.4, -0.3], [0.3, 0.1, 0.2], [0.1, 0.1, 0.1], [0.2, 0.2, -0.2], [0.0, 0.0, 0.3], [0.0, -0.2, -0.1], [-0.2, 0.1, -0.1], [0.0, 0.0, 0.0], [0.0, 0.0, 0.0], [0.0, 0.0, 0.0], [0.0, 0.0, 0.0], [0.0, 0.0, 0.0], [0.0, 0.0, 0.0], [-0.1, -0.2, -0.1], [0.0, 0.1, 0.0], [0.0, 0.1, 0.0], [0.0, 0.0, 0.0], [-0.1, 0.0, 0.0], [-0.1, 0.1, 0.0], [0.2, -0.1, -0.1], [-0.1, 0.0, 0.0], [0.0, 0.0, 0.0], [0.0, 0.0, 0.0], [0.0, -0.1, 0.0], [0.1, 0.2, 0.1], [-0.1, 0.0, 0.0], [0.1, 0.0, 0.0], [0.0, 0.0, 0.0], [0.0, 0.0, 0.0], [0.0, 0.0, 0.0], [0.0, 0.0, 0.0], [0.0, 0.0, 0.0], [0.0, 0.0, -0.1], [0.0, -0.1, 0.0], [0.0, 0.0, 0.0], [0.1, 0.0, 0.0], [0.0, 0.0, 0.0], [0.0, 0.0, 0.0], [0.1, -0.1, 0.1], [0.0, 0.0, 0.0], [0.0, 0.0, 0.0], [0.0, 0.0, 0.0], [0.0, 0.0, 0.0], [0.0, 0.1, 0.0], [0.0, 0.0, 0.0], [0.0, 0.0, 0.0], [0.0, -0.1, 0.0], [0.0, 0.0, -0.1], [0.0, 0.0, 0.0], [0.0, 0.0, 0.0], [0.0, 0.0, 0.0], [0.0, 0.0, 0.0], [0.0, 0.0, 0.0], [0.0, 0.0, 0.0], [0.0, 0.0, 0.0], [0.0, 0.0, 0.0], [0.0, 0.0, 0.0], [0.0, 0.0, 0.0], [-0.1, 0.0, -0.1], [0.0, 0.0, 0.0], [0.0, 0.0, 0.0], [0.0, 0.0, 0.0], [0.0, 0.0, 0.0], [0.0, 0.0, 0.0], [0.0, 0.0, 0.0], [0.0, 0.0, 0.0], [0.0, 0.0, 0.0], [0.0, 0.0, 0.0], [0.0, 0.0, 0.0], [-0.1, 0.3, -0.2], [0.1, -0.4, 0.7], [-0.1, -0.1, 0.1], [-0.2, -0.1, 0.0], [0.0, -0.1, 0.0], [0.5, 0.5, 0.3], [0.1, -0.1, 0.0], [0.0, 0.0, 0.0], [0.1, 0.0, 0.1], [-0.1, -0.2, -0.2], [0.0, -0.1, 0.0], [0.0, 0.0, -0.1], [0.0, 0.0, 0.0], [0.0, 0.0, 0.0], [0.0, 0.0, 0.0], [0.0, -0.1, 0.0], [0.0, 0.0, 0.0], [0.0, 0.0, 0.0], [0.0, 0.0, 0.0], [0.0, 0.0, 0.0], [0.0, 0.0, 0.0], [0.0, 0.0, 0.0], [0.0, 0.0, 0.0], [0.0, 0.0, 0.0], [0.0, 0.0, 0.0], [-0.1, 0.0, 0.0], [0.0, 0.0, -0.1], [0.0, 0.0, 0.0], [0.0, 0.0, 0.0], [0.0, 0.0, 0.0], [0.0, 0.0, 0.0], [0.0, 0.0, 0.0], [0.0, 0.0, 0.0]]
}